Below is a 2-piece molecular cluster, C2H3BrS overall at a distorted geometry, with properties calculated with ωB97M-V/def2-TZVPD.

Positions of all 7 atoms, in Å:
Br  -4.0932  -0.2145  -0.2330
S  1.4759  -1.8557  -0.2312
C  -1.5864  0.7852  0.8973
C  -2.4976  0.1389  0.4540
H  1.0862  -2.7092  -1.0939
H  -0.8635  1.0810  1.6228
H  2.6732  -2.1334  -0.5698

Atoms 1-2, force components in eV/Å:
Br -0.6 -0.5 -0.4
S -1.1 1.6 1.6

Computed properties:
2S+1   1
Lowest unoccupied orbital energy   0.686 eV
Highest occupied orbital energy   -9.760 eV
Strongest force on any atom   2.503 eV/A
Orbital gap   0.384 Ha

Below is a 2-piece molecular cluster, C2H3BrS2 overall at a distorted geometry, with properties calculated with ωB97M-V/def2-TZVPD.

Positions of all 8 atoms, in Å:
Br  -2.0588  -1.3749  0.3454
S  1.1717  1.8703  -1.5997
S  -0.7600  1.5418  0.8760
C  -0.3084  -1.6535  -0.3167
C  0.1998  1.3399  -0.5129
H  0.5281  -2.0893  0.3062
H  -0.0832  -2.0710  -1.2733
H  -0.7711  2.9254  1.0162

Atoms 1-2, force components in eV/Å:
Br 0.9 -0.7 -0.5
S 0.0 0.3 -0.2

Computed properties:
2S+1   1
Lowest unoccupied orbital energy (spin up / spin down)   -0.160 / -0.500 eV
Highest occupied orbital energy (spin up / spin down)   -7.553 / -8.484 eV
Strongest force on any atom   2.027 eV/A
Orbital gap (spin up / spin down)   0.272 / 0.293 Ha

Below is one molecule with the formula C2H3Cl2N at a distorted geometry, with properties calculated with ωB97M-V/def2-TZVPD.

Positions of all 8 atoms, in Å:
Cl  -1.5485  -1.7110  -0.4811
Cl  1.9909  -1.5393  -0.0463
N  -0.7859  0.8009  -1.2223
C  -0.5845  -0.2965  -0.4835
C  0.6884  -0.3003  0.3353
H  0.4896  -0.5609  1.2786
H  1.1320  0.6698  -0.0676
H  -1.6643  0.6965  -1.7297

Atoms 1-2, force components in eV/Å:
Cl -0.3 -0.1 0.1
Cl -0.8 0.2 -0.3

Computed properties:
2S+1   1
Lowest unoccupied orbital energy   0.156 eV
Highest occupied orbital energy   -11.049 eV
Strongest force on any atom   5.437 eV/A
Orbital gap   0.412 Ha